C4H12O4 | ωB97M-V/def2-TZVPD

Geometry as XYZ:
```
20
Properties=species:S:1:pos:R:3
O 1.02 3.27 0.34
C 0.02 2.82 -0.16
C -0.14 1.61 -0.98
C 0.98 0.65 -0.41
C 0.92 -0.77 -0.91
O 1.05 -1.67 0.15
H -0.96 3.32 0.02
H 0.04 1.86 -2.11
H -1.22 1.32 -0.74
H 1.91 1.11 -0.77
H 1.10 0.75 0.65
H -0.20 -1.02 -1.05
H 1.66 -1.07 -1.73
H 1.97 -1.89 0.30
O -3.04 -1.94 -0.57
H -3.64 -1.80 0.16
H -2.63 -2.73 -0.44
O 0.45 -1.56 2.95
H 0.41 -1.48 2.02
H 0.30 -0.78 3.32
```

Computed properties:
* energy relative to the best compared isomer or geometry (same formula, charge and spin): 57.7 kcal per mole
* energy: -460.4907 a.u.
* LUMO energy: 0.5949 eV

---

C4H12OS | ωB97M-V/def2-TZVPD

Geometry as XYZ:
```
18
Properties=species:S:1:pos:R:3
C -0.86 0.06 1.77
O 0.27 0.77 1.31
C 0.77 1.62 2.32
H -1.21 -0.58 0.94
H -1.68 0.74 2.06
H -0.61 -0.58 2.63
H 0.02 2.36 2.64
H 1.09 1.04 3.21
H 1.64 2.15 1.92
C 0.88 -1.85 -1.67
S -0.82 -1.65 -2.26
C -0.79 0.13 -2.52
H 1.04 -2.92 -1.45
H 1.05 -1.27 -0.75
H 1.61 -1.53 -2.43
H -0.58 0.67 -1.58
H -0.03 0.41 -3.27
H -1.78 0.43 -2.89
```

Computed properties:
* energy relative to the best compared isomer or geometry (same formula, charge and spin): 25.1 kcal per mole
* energy: -632.9871 a.u.
* LUMO energy: 0.9913 eV

---

C4H12OS2 | ωB97M-V/def2-TZVPD

Geometry as XYZ:
```
19
Properties=species:S:1:pos:R:3
C 0.39 -1.55 2.19
C -0.32 -0.97 1.00
C -1.10 0.30 1.22
S -0.21 1.86 1.00
S 0.71 2.01 -0.82
C -0.43 2.40 -2.22
H -0.28 -1.94 2.95
H 1.08 -2.34 1.92
H 1.06 -0.83 2.70
H 0.43 -0.76 0.22
H -1.00 -1.71 0.53
H -2.06 0.32 0.69
H -1.36 0.39 2.28
H 0.18 3.04 -2.85
H -0.68 1.48 -2.73
H -1.36 2.89 -1.90
O 1.63 -1.24 -2.31
H 2.02 -2.10 -2.48
H 1.29 -1.27 -1.41
```

Computed properties:
* energy relative to the best compared isomer or geometry (same formula, charge and spin): 9.2 kcal per mole
* energy: -1031.2032 a.u.
* LUMO energy: 0.7263 eV

---

C4H12S | ωB97M-V/def2-TZVPD

Geometry as XYZ:
```
17
Properties=species:S:1:pos:R:3
C -2.99 0.02 0.56
S -2.43 1.70 1.15
H -3.16 -0.11 -0.51
H -2.20 -0.70 0.80
H -3.89 -0.10 1.15
H -1.93 1.14 2.29
C 1.47 0.82 0.25
C 1.09 -0.01 -0.95
C 1.79 -1.39 -0.94
H 1.21 0.56 1.28
H 0.99 1.79 0.07
H 2.56 0.94 0.33
H 1.45 0.54 -1.83
H 0.01 -0.10 -1.09
H 1.32 -2.21 -1.47
H 2.84 -1.23 -1.21
H 1.89 -1.68 0.11
```

Computed properties:
* multiplicity: 2
* charge: -1
* energy relative to the best compared isomer or geometry (same formula, charge and spin): 7.8 kcal per mole
* energy: -557.7092 a.u.
* LUMO energy (alpha / beta): 3.6563 / 3.5659 eV

---

C4H12S | ωB97M-V/def2-TZVPD

Geometry as XYZ:
```
17
Properties=species:S:1:pos:R:3
C 0.07 2.30 -1.36
C -0.37 0.99 -0.72
S -2.21 1.21 -0.40
H -0.19 2.24 -2.43
H 1.13 2.50 -1.25
H -0.50 3.19 -1.11
H -0.17 0.08 -1.27
H 0.07 0.83 0.26
H -2.62 0.26 -1.26
C 1.23 -2.00 0.81
C 0.02 -1.42 1.60
H 0.90 -2.23 -0.21
H 1.89 -1.17 0.56
H 1.63 -2.88 1.29
H -0.10 -2.08 2.46
H -0.95 -1.40 1.10
H 0.17 -0.40 1.97
```

Computed properties:
* energy relative to the best compared isomer or geometry (same formula, charge and spin): 13.6 kcal per mole
* energy: -557.7488 a.u.
* LUMO energy: 0.9048 eV

---

C4H12S | ωB97M-V/def2-TZVPD

Geometry as XYZ:
```
17
Properties=species:S:1:pos:R:3
C 3.56 1.77 0.71
C 3.96 0.30 0.70
C 2.83 -0.60 0.11
H 3.34 2.21 -0.26
H 4.29 2.56 1.10
H 2.59 1.71 1.28
H 4.08 -0.32 1.64
H 4.73 0.21 -0.10
H 2.13 -0.77 0.98
H 2.20 -0.10 -0.61
H 3.38 -1.37 -0.36
C -6.11 -1.24 -1.25
S -6.45 -0.81 0.52
H -5.35 -2.06 -1.24
H -7.08 -1.58 -1.50
H -5.67 -0.43 -1.85
H -6.45 0.50 0.13
```

Computed properties:
* energy relative to the best compared isomer or geometry (same formula, charge and spin): 33.6 kcal per mole
* energy: -557.7168 a.u.
* LUMO energy: 0.9614 eV

---

C4H12S | ωB97M-V/def2-TZVPD

Geometry as XYZ:
```
17
Properties=species:S:1:pos:R:3
C 2.18 -0.05 -1.59
C 1.88 0.06 -0.08
S 1.57 -1.59 0.65
H 1.36 -0.54 -2.10
H 3.08 -0.67 -1.68
H 2.50 0.91 -1.98
H 2.60 0.69 0.44
H 0.90 0.53 0.02
H 2.83 -2.06 0.52
C -2.30 -0.12 1.31
C -2.41 0.82 0.11
H -3.24 -0.50 1.72
H -1.82 0.26 2.22
H -1.73 -0.99 1.00
H -3.43 0.76 -0.30
H -2.30 1.86 0.42
H -1.68 0.64 -0.67
```

Computed properties:
* energy relative to the best compared isomer or geometry (same formula, charge and spin): 6.0 kcal per mole
* energy: -557.7608 a.u.
* LUMO energy: 0.9333 eV

---

C4H12S | ωB97M-V/def2-TZVPD

Geometry as XYZ:
```
17
Properties=species:S:1:pos:R:3
C 1.57 -3.71 4.04
S 1.49 -5.52 3.70
H 1.63 -3.51 5.14
H 2.33 -3.10 3.60
H 0.61 -3.21 3.87
H 0.97 -5.64 4.93
C -1.91 2.90 -2.08
C -0.96 1.85 -2.72
C 0.45 1.91 -2.24
H -1.93 2.80 -1.02
H -2.98 2.80 -2.20
H -1.61 3.96 -2.25
H -0.97 1.92 -3.87
H -1.17 0.76 -2.57
H 1.12 1.14 -2.90
H 0.88 2.94 -2.31
H 0.48 1.71 -1.13
```

Computed properties:
* multiplicity: 2
* charge: +1
* energy relative to the best compared isomer or geometry (same formula, charge and spin): 44.6 kcal per mole
* energy: -557.3829 a.u.
* LUMO energy (alpha / beta): -5.0052 / -9.7903 eV